No. 1
26
Properties=species:S:1:pos:R:3:forces:R:3:lowdin_spin:R:1 method="wB97M-V/def2-TZVPD" lumo_ev="-12.746 / -12.559" spin_multiplicity=3 fmax_ha_per_bohr=0.1819 orbital_gap_ev="4.7 / 4.7" charge=+2
H 0.44164 -0.09703 0.05744 -1.2949 -2.8441 1.1763 -0.003
H 3.19876 -0.34417 -0.44822 0.1043 0.0342 0.1627 -0.001
C -2.94818 -1.02007 1.81849 0.9032 0.2762 1.0215 0.015
H 2.21414 1.04219 0.15604 2.0299 -1.0927 0.3337 -0.005
C -0.79075 0.10191 1.82291 -0.5270 1.4602 0.2168 0.067
C -0.53659 -0.26425 0.48347 -2.0176 -2.8327 2.7114 -0.010
H 2.58620 0.91404 -1.52258 0.3677 -0.0369 -0.2462 0.000
H -0.67031 0.48996 -1.10735 -0.5085 -0.0832 -2.2195 -0.004
H -0.14069 0.79681 2.33374 0.7130 -0.5206 0.5725 -0.003
F -3.63325 -2.30402 -0.01324 2.1211 2.2126 0.3978 0.029
N 4.96067 2.31832 -0.02156 -2.2478 -1.7756 -0.4591 -0.015
H -3.82879 -1.46632 2.25643 -0.1150 0.3428 0.4987 0.000
H -1.27683 -1.20365 -1.17421 -1.8127 -1.4001 0.8979 0.000
C -1.49871 -1.06043 -0.12699 -2.0163 -0.2050 -0.3621 -0.011
C 4.08981 1.56665 -0.24779 3.8390 2.7306 0.5467 -0.003
F 0.70075 1.31610 -0.16448 4.3869 -1.6573 -2.4141 -0.095
C -1.97396 -0.26608 2.48823 -0.7246 -0.5220 -0.5716 0.017
N 0.84909 -2.23060 -1.43862 0.3825 -0.3351 -0.0119 -0.002
H -0.86695 0.02714 -2.84721 -0.1018 0.0284 0.0203 0.000
C -0.17814 0.12261 -2.00786 0.3733 0.0571 -2.0310 -0.002
H 0.57559 0.85591 -2.29469 0.2362 -0.4369 -0.4896 -0.001
C 2.99788 0.72393 -0.53138 -0.8438 -0.7534 -0.1763 -0.009
V 0.07173 2.63161 0.18917 -4.6078 7.6414 2.7972 1.972
C 0.38335 -1.21673 -1.69049 1.4532 1.1475 -1.7548 -0.001
C -2.71981 -1.41036 0.49060 0.4511 -1.4422 -0.6486 0.065
H -2.00667 -0.02359 3.54015 -0.5434 0.0065 0.0313 0.000

=====

No. 2
14
Properties=species:S:1:pos:R:3:forces:R:3:mulliken_charge:R:1 method="wB97M-V/def2-TZVPD" lumo_ev=0.491 relative_energy_kcal_mol=65.2 fmax_ha_per_bohr=0.1043 orbital_gap_ev=9.5 charge=0 smiles="CO[C@@H]1N=C[C@H](Cl)S1"
C 0.41042 -0.31765 0.34576 -2.7053 0.4414 0.1133 0.106
H -1.32419 -1.60322 -2.55303 -0.9957 -3.3029 -2.6166 0.389
S -1.49556 -1.13300 -0.21902 1.2600 0.3133 -0.3191 -0.218
Cl -1.88981 0.65409 -2.66334 -0.1424 -0.3821 -0.0792 -0.184
N 0.96789 -0.16284 -0.93903 1.3831 0.2917 2.4011 -0.445
H -0.50944 1.39264 2.86013 1.6785 -0.9490 -0.6530 0.211
C 0.47200 0.99360 2.37297 0.1208 1.5139 2.3878 -0.564
C 0.33448 -0.41230 -1.97988 1.7558 -0.5129 -0.2491 -0.214
C -1.07430 -0.84609 -1.96856 0.0003 3.9421 3.6397 -0.073
H 1.26921 1.89709 2.56978 -1.6390 -2.5189 -0.5795 0.195
H 0.79720 -1.00756 1.08853 0.4759 -0.7864 -0.8077 0.354
H 1.03884 -0.31381 -2.80276 -1.0814 -0.0430 -0.9861 0.416
O 0.21557 0.86013 1.01021 0.2427 0.3159 -1.4626 -0.278
H 0.78768 -0.00109 2.87823 -0.3532 1.6770 -0.7890 0.305